Entry 1:
51
Properties=species:S:1:pos:R:3:mulliken_charge:R:1 method="wB97M-V/def2-TZVPD" charge=0 multiplicity=1 e_lumo_ev=0.710 energy_ev=-32042.665 smiles="CCCCCCCCCCCCCCSCC(=O)O" de_lowest_kj_mol=6.39 homo_energy_ha=-0.324
C -7.80 -2.05 0.18 -1.154
C -6.49 -2.76 0.52 -0.480
C -5.36 -1.80 0.88 -0.579
C -4.89 -0.94 -0.29 -0.596
C -3.70 -0.06 0.09 -0.597
C -3.23 0.80 -1.08 -0.699
C -2.13 1.79 -0.70 -0.685
C -0.79 1.13 -0.39 -0.510
C 0.29 2.16 -0.09 -0.869
C 1.65 1.51 0.20 -0.451
C 2.71 2.56 0.52 -0.747
C 4.07 1.95 0.89 -0.629
C 4.79 1.31 -0.29 -0.245
C 6.14 0.75 0.10 -0.886
H 6.70 0.39 -0.76 0.407
H 6.74 1.50 0.62 0.474
S 6.02 -0.64 1.28 -0.125
C 5.62 -2.01 0.13 -0.465
C 6.87 -2.31 -0.63 0.512
O 7.24 -1.70 -1.61 -0.570
O 7.58 -3.29 -0.08 -0.448
H 8.42 -3.41 -0.54 0.351
H 4.81 -1.70 -0.52 0.243
H 5.33 -2.86 0.76 0.368
H 4.95 2.06 -1.07 0.304
H 4.17 0.52 -0.72 0.079
H 4.70 2.74 1.30 0.353
H 3.93 1.20 1.67 0.334
H 2.36 3.16 1.36 0.362
H 2.84 3.22 -0.34 0.312
H 1.55 0.82 1.04 0.282
H 1.95 0.93 -0.68 0.273
H -0.01 2.75 0.77 0.370
H 0.39 2.84 -0.94 0.349
H -0.90 0.46 0.47 0.273
H -0.49 0.52 -1.25 0.286
H -2.45 2.38 0.17 0.334
H -1.99 2.49 -1.53 0.359
H -2.88 0.16 -1.89 0.340
H -4.09 1.37 -1.45 0.359
H -2.88 -0.70 0.43 0.278
H -3.99 0.59 0.93 0.283
H -4.60 -1.59 -1.12 0.298
H -5.70 -0.31 -0.64 0.316
H -5.69 -1.14 1.69 0.307
H -4.51 -2.38 1.26 0.348
H -6.19 -3.37 -0.33 0.303
H -6.66 -3.43 1.36 0.324
H -7.70 -1.43 -0.71 0.306
H -8.10 -1.40 1.01 0.287
H -8.59 -2.77 0.01 0.362

Entry 2:
26
Properties=species:S:1:pos:R:3:mulliken_charge:R:1 method="wB97M-V/def2-TZVPD" charge=0 multiplicity=1 e_lumo_ev=0.636 energy_ev=-27535.878 smiles="NCCOC(=O)N(N)CCCCl" de_lowest_kj_mol=0.00 homo_energy_ha=-0.344
N -2.08 -2.39 1.02 -0.656
C -2.42 -1.40 -0.01 -0.037
C -1.62 -1.60 -1.30 -0.732
O -0.93 -0.40 -1.68 -0.354
C 0.43 -0.46 -1.63 0.661
O 1.06 -1.45 -1.88 -0.572
N 0.95 0.78 -1.31 0.332
N 2.35 0.77 -1.34 -0.672
C 0.25 1.61 -0.30 -0.358
C 1.09 2.03 0.89 -0.706
C 1.42 0.87 1.82 -0.178
Cl 1.29 1.32 3.54 -0.219
H -1.23 -2.89 0.80 0.226
H -1.98 -1.98 1.94 0.240
H -3.49 -1.48 -0.24 0.279
H -2.27 -0.38 0.35 0.146
H -0.90 -2.41 -1.20 0.460
H -2.28 -1.86 -2.12 0.278
H 2.76 0.27 -0.56 0.227
H 2.71 1.71 -1.43 0.276
H -0.60 1.04 0.08 -0.005
H -0.17 2.49 -0.79 0.201
H 2.01 2.54 0.59 0.288
H 0.50 2.76 1.44 0.490
H 2.43 0.49 1.67 0.295
H 0.73 0.03 1.66 0.090

Entry 3:
23
Properties=species:S:1:pos:R:3:mulliken_charge:R:1 method="wB97M-V/def2-TZVPD" charge=+1 multiplicity=1 e_lumo_ev=-8.318 energy_ev=-20241.438 de_lowest_kj_mol=667.50 homo_energy_ha=-0.495
N -0.46 -0.72 -2.45 -0.429
C -0.79 -1.26 -1.16 -0.306
C -1.71 -0.27 -0.26 -0.918
S -0.92 1.26 0.04 0.103
C 0.50 -1.80 -0.42 -0.896
N 1.42 -0.82 0.30 -0.078
C 1.35 -0.88 1.75 -0.769
H -3.19 1.12 0.52 0.134
H -0.61 0.35 -2.38 0.305
H 0.45 -0.98 -2.81 0.285
H -1.50 -2.11 -1.40 0.327
H -1.99 -0.89 0.62 0.505
H -2.57 -0.26 -0.88 0.636
H -2.74 1.60 0.79 0.033
H 1.11 -2.48 -1.16 0.413
H 0.07 -2.47 0.30 0.420
H 1.38 0.18 -0.03 0.257
H 2.13 -0.11 2.23 0.245
H 0.39 -0.62 2.10 0.344
H 1.57 -1.92 2.06 0.395
H 0.96 2.67 1.23 0.235
H 2.26 3.02 1.97 0.302
O 1.78 2.35 1.48 -0.544